ORCA calculation (wB97M-V/def2-TZVPD) on an isolated molecule of C4H5N3O.

- Molecular weight: 111.1 g mol⁻¹
- ΔE to the lowest compared entry with this formula, charge and spin: 5.797 eV
- Orbital gap: 0.3308 hartree
- SMILES: NC1=CC=NN=CO1

Geometry as ORCA input:
```
! wB97M-V def2-TZVPD RIJCOSX def2/J DEFGRID3
* xyz 0 1
N -0.76237 -1.63855 1.72480
C -0.40897 -0.77613 0.65857
C 0.24639 -1.16687 -0.44728
C 0.03626 -0.26904 -1.72029
N 0.07624 1.00741 -1.58275
N 0.82202 1.53270 -0.64512
C 0.53281 1.19468 0.61578
O -0.60079 0.55516 0.81714
H 0.20283 -2.45480 1.74944
H -0.38627 -1.10689 2.53792
H 0.85618 -2.10837 -0.69368
H -0.14237 -0.84252 -2.61043
H 0.88582 1.86461 1.36040
*
```

Results of the Löwdin charge analysis, in e, for atoms 1 through 6: 0.0844 -0.4588 -0.0249 -0.0909 -0.0240 0.0457

ORCA calculation (wB97M-V/def2-TZVPD) on C25H18FeN6O12S as an isolated structure.

- Molecular weight: 682.4 g mol⁻¹
- ΔE to the lowest compared entry with this formula, charge and spin: 1.614 eV
- ⟨S²⟩: 6.01
- Orbital gap (alpha / beta): 0.2505 / 0.2374 hartree

Geometry as ORCA input:
```
! wB97M-V def2-TZVPD RIJCOSX def2/J DEFGRID3
* xyz -2 5
Fe -0.37480 0.15360 0.26380
O 1.36032 -3.22127 2.51315
C 1.19848 -1.95372 2.20501
O 1.76637 -1.39114 1.29039
C 0.25723 -1.18675 3.08022
C -0.55054 -1.69807 4.07738
C -1.52174 -0.86016 4.61392
C -1.62894 0.44934 4.17904
C -0.75755 0.87865 3.18613
N 0.13772 0.06702 2.66274
C -0.74116 2.24585 2.48877
O -1.02043 3.25547 3.13682
O -0.37655 2.15853 1.27504
H 1.70713 -3.71271 1.71461
H -0.45784 -2.73042 4.38176
H -2.21921 -1.25042 5.34471
H -2.38569 1.12436 4.55364
N 6.16044 -4.00556 -4.79493
C 4.92378 -3.92373 -4.13782
C 4.78960 -3.15784 -2.98079
C 3.59853 -3.16464 -2.27295
C 2.53518 -3.92764 -2.72377
C 2.64186 -4.66576 -3.88673
C 3.83163 -4.66125 -4.59540
S 1.08217 -4.06844 -1.68436
O 0.14117 -4.93337 -2.35083
O 1.63199 -4.62111 -0.44456
N 0.57593 -2.59317 -1.33303
C 0.29237 -1.75037 -2.32350
N 0.06977 -0.42702 -2.00481
C -0.35814 0.36227 -2.97807
C -0.54315 -0.05175 -4.28571
C -0.17890 -1.36141 -4.54456
N 0.24299 -2.18867 -3.61541
H 6.77422 -3.22559 -4.62890
H 6.11254 -4.27368 -5.76283
H 5.63480 -2.57904 -2.62346
H 3.47317 -2.57997 -1.36852
H 1.77948 -5.22608 -4.22310
H 3.93513 -5.24893 -5.50208
H -0.54394 1.38891 -2.68429
H -0.91614 0.61177 -5.05146
H -0.22011 -1.76839 -5.55377
O -3.22562 1.22925 1.07766
C -2.92021 1.54455 -0.06648
O -1.96577 1.08290 -0.78417
C -3.75672 2.60008 -0.76988
C -5.02945 2.91007 -0.29897
C -5.79199 3.87802 -0.91890
C -5.28025 4.55011 -2.02841
C -4.00690 4.24798 -2.50947
C -3.26034 3.27020 -1.88589
N -6.07166 5.55020 -2.68431
O -7.18944 5.79142 -2.25838
O -5.60538 6.13308 -3.64938
H -5.39692 2.37688 0.56749
H -6.77766 4.13934 -0.56250
H -3.62658 4.78913 -3.36360
H -2.27544 3.00832 -2.24394
O -2.95827 -2.82032 1.90264
C -2.49935 -2.22808 0.92703
O -1.51956 -1.42284 0.89658
H -2.97467 -2.40422 -0.07193
*
```

Results of the Löwdin charge analysis, in e, for atoms 1 through 6: 0.9658 0.1250 -0.4931 0.0684 -0.2033 -0.0014

ORCA calculation (wB97M-V/def2-TZVPD) on an isolated molecule of C5H4N4O.

- Molecular weight: 136.1 g mol⁻¹
- ΔE to the lowest compared entry with this formula, charge and spin: 5.054 eV
- Orbital gap (alpha / beta): 0.2769 / 0.2708 hartree

Geometry as ORCA input:
```
! wB97M-V def2-TZVPD RIJCOSX def2/J DEFGRID3
* xyz 0 1
C -1.87626 1.17395 -0.64440
C 0.41883 -1.67204 0.07339
C -1.00282 -2.14201 -0.04173
C 0.68825 -0.40492 -0.07589
C 1.31099 0.92458 -0.31133
N -1.96411 2.30353 -0.87736
N -1.91943 -1.31364 -0.25935
N -1.59585 -0.11596 -0.60280
N 1.54605 1.58634 0.83437
O 1.77858 1.19185 -1.38079
H 1.03576 -2.43645 0.58135
H -1.22010 -3.18017 0.37856
H 0.85547 1.52435 1.57241
H 1.94465 2.56059 0.75357
*
```

Results of the Löwdin charge analysis, in e, for atoms 1 through 6: -0.3343 -0.0621 -0.1592 0.1767 -0.5978 0.1301

ORCA calculation (wB97M-V/def2-TZVPD) on a 9-piece molecular cluster, C33H92N10O9 overall.

- Molecular weight: 773.2 g mol⁻¹
- ΔE to the lowest compared entry with this formula, charge and spin: 7.013 eV
- Orbital gap: 0.3240 hartree
- SMILES: COC[C@H](C)N.COC[C@H](C)N.COC[C@H](C)N.COC[C@H](C)N.COC[C@H](C)N.COC[C@H](C)N.COC[C@H](C)N.COC[C@H](C)N.NC(N)=O

Geometry as ORCA input:
```
! wB97M-V def2-TZVPD RIJCOSX def2/J DEFGRID3
* xyz 0 1
C 1.69689 -7.19749 -4.32065
O 0.54408 -7.88606 -4.77616
C 0.78340 -9.20256 -5.23658
C -0.47785 -10.07249 -5.21767
C -0.97299 -10.40119 -3.84992
N -0.10232 -11.36383 -5.88449
H 1.77996 -6.12546 -4.49946
H 2.63978 -7.48442 -4.78618
H 1.79068 -7.36450 -3.24761
H 1.24999 -9.11483 -6.21774
H 1.51588 -9.70050 -4.60125
H -1.20038 -9.57885 -5.86758
H -1.83084 -11.06393 -3.96389
H -1.23701 -9.53612 -3.24160
H -0.26237 -11.04389 -3.33025
H 0.39458 -11.20126 -6.74865
H -1.02706 -11.73238 -6.05518
C 0.88586 -1.73213 0.26161
O -0.10133 -0.69814 0.10215
C 0.21816 0.57711 0.57999
C -0.89708 1.45939 -0.00236
C -0.79684 2.87805 0.38522
N -2.19164 0.99437 0.44231
H 0.57807 -2.71540 -0.09413
H 1.25904 -1.76707 1.28514
H 1.86212 -1.59288 -0.20274
H 0.24479 0.68582 1.66424
H 1.16695 0.84826 0.11696
H -0.81377 1.37466 -1.08586
H 0.18741 3.27966 0.14424
H -0.96905 3.02114 1.45197
H -1.54003 3.50083 -0.11270
H -2.15428 -0.00029 0.61370
H -2.44742 1.31381 1.36569
C -3.95368 -6.27368 -9.03252
O -4.10277 -5.93594 -7.63275
C -3.23454 -4.91621 -7.05054
C -3.74303 -4.79099 -5.62081
C -2.89878 -3.72810 -4.86881
N -3.66499 -6.08579 -4.93216
H -4.75089 -6.92896 -9.38346
H -3.01858 -6.82647 -8.94247
H -3.77820 -5.45478 -9.73017
H -2.25611 -5.39158 -7.11979
H -3.13730 -3.93287 -7.51062
H -4.76757 -4.41897 -5.61675
H -3.11458 -3.82872 -3.80514
H -3.04552 -2.66905 -5.08086
H -1.83186 -3.91877 -4.98473
H -2.69487 -6.26504 -4.71573
H -3.83694 -6.59077 -5.78979
C -0.71666 5.71758 -4.58212
O 0.35829 6.51615 -4.83767
C 1.33661 6.79806 -3.79990
C 2.49748 7.51628 -4.49412
C 3.30423 6.53157 -5.31505
N 3.51224 8.03855 -3.54853
H -1.24184 5.97741 -3.66300
H -0.49625 4.65979 -4.43862
H -1.35684 5.78104 -5.46202
H 0.96938 7.43041 -2.99158
H 1.66803 5.84274 -3.39289
H 2.01762 8.28942 -5.09419
H 2.69403 6.18353 -6.14848
H 3.56167 5.64075 -4.74212
H 4.15587 7.04516 -5.76118
H 3.23477 8.87041 -3.04742
H 4.36369 8.38185 -3.96955
C 5.76736 11.26137 2.91725
O 4.81938 10.32284 2.40680
C 3.39422 10.56036 2.85438
C 2.59807 9.50819 2.12973
C 1.08916 9.85835 2.08703
N 2.45541 8.24827 2.74696
H 5.74207 11.29000 4.00658
H 5.56785 12.28058 2.58631
H 6.79231 11.09505 2.58572
H 3.42904 10.40732 3.93302
H 2.92204 11.47759 2.50250
H 2.95131 9.38110 1.10641
H 0.47244 9.56398 1.23785
H 0.83751 10.90380 2.26542
H 0.50891 9.40903 2.89294
H 3.32560 7.74370 2.65597
H 2.32796 8.52663 3.70945
C -0.44369 0.10002 7.27018
O 0.12510 -1.15681 7.56663
C 1.32084 -1.21509 8.32059
C 0.97053 -1.68979 9.68692
C 2.22297 -1.57798 10.51139
N 0.47257 -3.05132 9.81568
H -0.68866 0.76932 8.09488
H -1.35966 -0.03403 6.69474
H 0.24245 0.52159 6.53562
H 2.17379 -1.78109 7.94615
H 1.73019 -0.20681 8.25796
H 0.07876 -1.24211 10.12561
H 2.25864 -1.96081 11.53132
H 2.57028 -0.54484 10.52228
H 2.98381 -2.18184 10.01683
H 1.17222 -3.58887 9.32415
H -0.39950 -2.94736 9.31689
C 5.88224 4.19140 1.22165
O 6.14174 4.19237 2.60525
C 5.54870 3.08509 3.38833
C 5.87429 3.35026 4.91966
C 5.39650 4.69822 5.21640
N 7.28490 3.56899 5.20330
H 4.82489 4.22982 0.95970
H 6.34455 3.31348 0.77042
H 6.38313 5.09079 0.86344
H 4.46504 3.00113 3.30631
H 5.82744 2.12437 2.95542
H 5.45774 2.55959 5.54372
H 5.84470 5.54279 4.69302
H 5.48149 4.79144 6.29907
H 4.36652 4.65416 4.86238
H 7.36716 4.04845 6.08843
H 7.71330 4.19682 4.53818
C -7.92240 -6.30741 1.29307
O -6.63875 -6.83347 1.62679
C -5.73048 -6.74811 0.58165
C -4.32602 -7.12257 1.16226
C -4.24633 -8.59924 1.70522
N -3.99776 -6.15347 2.17976
H -7.77068 -5.23170 1.20389
H -8.71288 -6.39090 2.03889
H -8.32365 -6.56882 0.31390
H -6.10337 -7.38451 -0.22087
H -5.80474 -5.69681 0.30350
H -3.53391 -6.97407 0.42834
H -4.65484 -9.33368 1.01108
H -4.82084 -8.58326 2.63140
H -3.23680 -8.91738 1.96547
H -3.99413 -5.22064 1.79259
H -4.83365 -6.21747 2.74305
N -5.97502 3.78983 -1.83336
C -6.24905 3.06314 -2.94667
N -5.83723 1.83447 -2.84605
O -6.90783 3.40387 -3.88985
H -6.18418 4.77669 -1.78384
H -5.25433 3.31303 -1.31052
H -6.02230 1.30499 -3.68599
H -5.36193 1.48662 -2.02557
*
```

Results of the Löwdin charge analysis, in e, for atoms 1 through 6: -0.1168 -0.1851 -0.2195 -0.4361 -0.0670 0.0287

Number 1: E -394.75454 Eh. Number 2: E -3856.95681 Eh. Number 3: E -487.00432 Eh. Number 4: E -2536.88626 Eh.